{"formula": "C2H3BrN2S", "method": "ωB97M-V/def2-TZVPD", "species": ["C", "C", "N", "N", "S", "Br", "H", "H", "H"], "xyz": [[1.144, 0.069, 0.696], [-0.631, -0.439, -0.985], [0.544, 1.208, 0.013], [-0.297, 0.892, -0.817], [0.329, -1.448, 0.048], [-3.032, -0.206, 0.413], [2.120, 0.273, 0.647], [1.081, 0.246, 1.779], [-1.257, -0.595, -1.795]], "homo_lumo_gap_ev": [7.30, 6.23], "total_charge": 0, "spin_multiplicity": 1}

***

{"formula": "C4H6N2", "method": "ωB97M-V/def2-TZVPD", "species": ["N", "C", "C", "C", "C", "N", "H", "H", "H", "H", "H", "H"], "xyz": [[2.030, -0.131, 0.302], [0.637, 0.055, 0.146], [-0.171, 1.114, -0.196], [-1.503, 0.611, -0.282], [-1.466, -0.722, 0.030], [-0.159, -1.047, 0.297], [2.423, -0.531, -0.545], [2.509, 0.744, 0.472], [0.140, 2.138, -0.357], [-2.380, 1.163, -0.590], [-2.252, -1.460, 0.106], [0.192, -1.934, 0.617]], "homo_lumo_gap_ev": 8.83, "smiles": "Nc1ccc[nH]1", "total_charge": 0, "spin_multiplicity": 1}

***

{"formula": "C41H52GdN6OS5", "method": "ωB97M-V/def2-TZVPD", "species": ["Gd", "C", "N", "C", "C", "N", "C", "C", "C", "C", "C", "C", "C", "S", "C", "C", "C", "C", "C", "C", "S", "H", "H", "H", "H", "H", "H", "H", "H", "H", "H", "H", "H", "H", "H", "H", "H", "H", "H", "C", "C", "N", "N", "C", "S", "S", "C", "C", "C", "C", "C", "C", "C", "C", "C", "C", "C", "C", "C", "O", "H", "H", "H", "H", "H", "H", "H", "H", "H", "H", "H", "H", "H", "H", "C", "C", "C", "C", "N", "C", "S", "N", "C", "C", "C", "C", "H", "H", "H", "H", "H", "H", "H", "H", "H", "H", "H", "H", "H", "H", "H", "H", "H", "H", "H", "H"], "xyz": [[-0.535, -0.655, -0.253], [2.180, -0.234, 2.461], [0.770, -0.646, 2.487], [0.666, -2.003, 3.042], [1.152, -3.109, 2.085], [0.962, -2.841, 0.645], [2.245, -2.939, -0.077], [-0.031, -3.741, 0.041], [0.399, -5.197, -0.041], [-0.261, -6.113, -0.756], [-1.527, -5.969, -1.491], [-2.288, -4.872, -1.618], [-1.880, -3.536, -1.057], [-2.842, -2.126, -1.600], [0.024, 0.291, 3.318], [0.144, 0.219, 4.705], [-0.543, 1.068, 5.554], [-1.401, 2.014, 5.013], [-1.514, 2.122, 3.642], [-0.792, 1.296, 2.764], [-0.895, 1.688, 1.059], [2.559, -0.030, 3.472], [2.303, 0.649, 1.841], [2.788, -1.024, 2.022], [-0.375, -2.182, 3.281], [1.261, -2.107, 3.961], [0.614, -4.021, 2.362], [2.215, -3.288, 2.263], [2.776, -3.873, 0.145], [2.884, -2.101, 0.197], [2.077, -2.893, -1.147], [1.295, -5.490, 0.494], [0.143, -7.120, -0.763], [-1.893, -6.886, -1.941], [-3.227, -4.906, -2.157], [0.799, -0.519, 5.150], [-0.410, 0.981, 6.625], [-1.975, 2.665, 5.662], [-2.170, 2.859, 3.198], [-0.843, -3.152, -4.013], [-0.092, -2.129, -3.216], [0.120, -2.263, -1.945], [-0.406, -3.395, -1.345], [-1.542, -3.591, 0.512], [-2.005, -2.113, 1.416], [-2.095, -5.006, 1.574], [-3.866, -5.368, 1.258], [-4.903, -4.452, 1.839], [-5.592, -4.831, 2.987], [-6.619, -4.048, 3.493], [-6.964, -2.865, 2.857], [-6.283, -2.482, 1.711], [-5.265, -3.271, 1.199], [0.436, -0.938, -3.890], [0.913, -1.038, -5.200], [1.385, 0.053, -5.901], [1.352, 1.305, -5.291], [0.887, 1.435, -4.004], [0.447, 0.331, -3.234], [0.050, 0.509, -2.017], [-1.909, -2.994, -3.854], [-0.596, -4.153, -3.653], [-0.638, -3.069, -5.077], [-3.954, -6.360, 1.702], [-3.971, -5.455, 0.180], [-5.333, -5.762, 3.482], [-7.152, -4.367, 4.380], [-7.767, -2.254, 3.252], [-6.547, -1.562, 1.205], [-4.749, -2.959, 0.299], [0.953, -2.013, -5.669], [1.766, -0.061, -6.908], [1.697, 2.180, -5.832], [0.849, 2.408, -3.531], [3.019, 4.647, -4.484], [1.680, 5.355, -4.258], [1.432, 5.832, -2.822], [1.020, 4.751, -1.825], [2.138, 3.879, -1.471], [2.232, 3.099, -0.361], [2.951, 1.582, -0.508], [1.909, 3.545, 0.857], [1.266, 4.775, 1.287], [2.138, 6.015, 1.050], [3.118, 6.298, 2.191], [4.079, 5.140, 2.464], [3.271, 4.647, -5.546], [2.997, 3.605, -4.163], [3.823, 5.154, -3.948], [0.862, 4.696, -4.566], [1.645, 6.234, -4.906], [0.621, 6.566, -2.844], [2.324, 6.341, -2.445], [0.198, 4.161, -2.245], [0.641, 5.231, -0.928], [2.488, 3.363, -2.263], [1.923, 2.811, 1.543], [1.072, 4.660, 2.354], [0.291, 4.882, 0.810], [1.485, 6.884, 0.925], [2.700, 5.881, 0.122], [2.554, 6.530, 3.099], [3.696, 7.190, 1.932], [3.565, 4.302, 2.935], [4.885, 5.458, 3.126], [4.521, 4.780, 1.533]], "homo_lumo_gap_ev": [3.69, 4.56], "total_charge": -1, "s_squared": 16.106, "spin_multiplicity": 8}

***

{"formula": "CH4O3S", "method": "ωB97M-V/def2-TZVPD", "species": ["C", "H", "H", "H", "H", "O", "O", "O", "S"], "xyz": [[0.427, -0.955, 0.852], [0.505, 0.747, 1.663], [-0.151, -1.454, 1.741], [1.116, -1.642, 0.339], [1.432, 0.404, -1.117], [1.214, 0.132, 1.464], [0.493, 0.192, -1.540], [-1.137, 1.099, 0.024], [-0.627, -0.232, -0.457]], "homo_lumo_gap_ev": 10.42, "total_charge": 0, "spin_multiplicity": 1}

***

{"formula": "C20H25N5O5S2", "method": "ωB97M-V/def2-TZVPD", "species": ["C", "C", "H", "H", "O", "C", "O", "C", "C", "N", "C", "O", "C", "H", "H", "S", "C", "N", "C", "C", "N", "C", "C", "H", "H", "H", "H", "H", "C", "O", "N", "C", "O", "N", "C", "H", "H", "H", "C", "H", "H", "H", "H", "S", "C", "C", "C", "H", "H", "H", "C", "H", "H", "H", "H", "H", "H"], "xyz": [[-4.206, -2.005, -2.979], [-5.026, -0.937, -2.270], [-6.041, -1.287, -2.074], [-5.057, -0.022, -2.871], [-4.488, -0.633, -0.985], [-3.465, 0.220, -0.939], [-3.012, 0.761, -1.940], [-2.930, 0.441, 0.397], [-1.846, 1.285, 0.573], [-1.215, 1.981, -0.425], [-0.078, 2.677, -0.185], [0.368, 2.815, 0.935], [0.567, 3.270, -1.421], [0.450, 4.354, -1.433], [0.177, 2.830, -2.337], [2.360, 2.975, -1.330], [2.285, 1.283, -0.954], [1.193, 0.551, -1.120], [1.545, -0.678, -0.684], [2.865, -0.693, -0.263], [3.328, 0.594, -0.456], [4.611, 1.116, -0.059], [4.547, 1.679, 1.357], [5.504, 2.118, 1.620], [4.322, 0.884, 2.063], [3.776, 2.443, 1.428], [5.328, 0.293, -0.105], [4.894, 1.897, -0.771], [3.510, -1.874, 0.217], [4.666, -1.984, 0.581], [2.626, -2.960, 0.221], [1.301, -2.976, -0.185], [0.637, -3.989, -0.139], [0.769, -1.792, -0.654], [-0.608, -1.767, -1.095], [-0.740, -0.909, -1.749], [-0.824, -2.697, -1.620], [-1.280, -1.684, -0.238], [3.136, -4.237, 0.691], [2.552, -4.576, 1.546], [3.059, -4.981, -0.101], [4.176, -4.090, 0.975], [-1.597, 1.789, -1.355], [-1.311, 1.361, 2.197], [-2.569, 0.248, 2.679], [-3.342, -0.155, 1.635], [-4.481, -1.111, 1.764], [-4.285, -2.013, 1.187], [-4.633, -1.384, 2.803], [-5.394, -0.665, 1.375], [-2.675, -0.146, 4.112], [-2.531, -1.219, 4.233], [-1.915, 0.371, 4.692], [-3.653, 0.115, 4.515], [-4.689, -2.274, -3.914], [-3.209, -1.628, -3.193], [-4.121, -2.891, -2.355]], "homo_lumo_gap_ev": 8.50, "smiles": "CCOC(=O)c1c(NC(=O)CSc2nc3c(c(=O)n(C)c(=O)n3C)n2CC)sc(C)c1C", "total_charge": 0, "spin_multiplicity": 1}

***

{"formula": "C6H11N", "method": "ωB97M-V/def2-TZVPD", "species": ["C", "C", "C", "C", "C", "C", "H", "H", "H", "H", "H", "H", "H", "H", "H", "H", "H", "N"], "xyz": [[-0.995, 1.237, -1.466], [-0.457, -0.020, -0.859], [-1.073, -0.282, 0.626], [0.252, -0.192, 1.383], [1.351, -1.215, 1.289], [1.455, 0.029, 0.372], [-2.247, 0.830, -1.619], [-0.756, 1.498, -2.433], [-0.890, 2.076, -0.789], [-1.276, -0.690, -1.454], [-1.731, 0.519, 0.764], [-1.406, -1.237, 0.574], [0.001, 0.408, 2.364], [1.756, -2.327, 0.937], [1.970, -0.857, 2.058], [2.194, 0.759, 0.562], [1.060, -0.035, -1.536], [0.793, -0.501, -0.773]], "homo_lumo_gap_ev": 9.51, "smiles": "C[C@@H]1C[C@H]2C[C@H]2N1", "total_charge": 0, "spin_multiplicity": 1}